This record from the OMol25 dataset describes 6 unconnected molecules or ions with the total composition C42H85FNO25P5 in a non-equilibrium geometry. The level of theory is ωB97M-V/def2-TZVPD.

Calculated values
Charge: 0
Relative energy (zero: lowest compared OMol25 entry of this formula, charge and spin): 0.0 kJ/mol

Each line ends with the Mulliken charge.
Element x y z (Å)
P: -3.956 0.738 8.145  1.18
P: -1.727 -3.128 -9.859  1.27
P: -3.814 1.498 1.874  1.13
P: 7.667 1.614 6.410  1.12
P: -7.496 0.149 4.934  1.02
F: 2.379 -1.638 1.603  -0.34
O: 3.045 0.321 2.401  -0.40
O: 4.720 -1.394 -3.819  -0.69
O: 7.206 0.405 5.378  -0.44
O: -7.850 -1.502 4.951  -0.46
O: -6.010 -0.103 5.043  -0.53
O: 4.971 3.988 -2.433  -0.56
O: -3.450 0.385 9.681  -0.40
O: -4.980 -0.596 8.097  -0.21
O: -7.240 1.822 4.885  -0.26
O: -2.749 1.885 7.943  -0.34
O: 5.088 2.256 1.670  -0.55
O: -2.172 -1.984 -11.012  -0.47
O: -8.134 0.269 6.459  -0.29
O: -2.752 0.579 2.795  -0.46
O: -0.269 -2.754 -9.962  -0.61
O: 4.746 1.461 -4.159  -0.53
O: 9.155 1.761 6.423  -0.61
O: -2.065 -4.375 -10.895  -0.41
O: 7.329 2.801 5.293  -0.42
O: 7.547 0.621 7.761  -0.38
O: -2.866 1.701 0.725  -0.55
O: -1.405 -4.191 -8.583  -0.32
O: -5.078 1.740 8.189  -0.69
O: -5.123 2.244 1.120  -0.43
O: -3.682 2.743 2.955  -0.46
N: 4.307 3.333 -0.260  0.38
C: 4.677 -0.532 -2.743  0.39
C: 4.633 0.394 -7.271  -1.04
C: 3.302 -0.660 1.772  0.66
C: 1.029 -2.938 -6.765  -0.63
C: 0.718 -4.323 -4.556  -1.32
C: 0.157 0.501 -1.731  -1.22
C: 3.631 1.159 -5.000  0.71
C: 5.872 0.345 4.873  -0.47
C: 4.660 -1.107 -1.460  1.62
C: -0.284 -2.165 -6.485  -0.66
C: -4.138 2.587 4.300  -0.81
C: -2.162 -0.181 9.918  -0.91
C: 0.051 0.224 -5.524  -0.52
C: 7.141 -0.736 7.687  -0.48
C: -5.663 3.481 1.557  -0.31
C: -0.087 1.113 -4.255  -1.15
C: 1.126 2.299 -0.141  0.78
C: -1.532 -5.599 -8.695  -0.66
C: 4.688 -0.843 1.138  0.05
C: 7.318 2.665 3.883  -0.36
C: 4.680 1.074 -0.482  0.41
C: 4.660 -2.631 -1.347  -1.85
C: 4.694 0.869 -2.934  -0.21
C: -9.528 0.083 6.691  -1.01
C: 1.847 3.530 -0.768  -0.68
C: -3.404 -4.641 -11.310  -0.87
C: -2.164 -2.139 -12.412  -0.59
C: 4.665 -0.306 -0.303  -0.12
C: 4.690 1.636 -1.775  0.56
C: -7.990 -2.331 6.079  -0.46
C: -1.768 1.047 3.687  -0.25
C: -0.077 1.874 -1.043  -0.69
C: 0.862 0.684 -3.101  2.59
C: 4.020 1.561 -6.442  -0.87
C: 4.693 3.172 -1.603  -0.23
C: 4.731 2.249 0.524  -0.25
C: -5.083 -1.530 9.159  -0.65
C: -0.253 -1.262 -5.229  -0.07
C: -2.095 2.621 8.953  -0.68
C: 1.688 -3.600 -5.523  1.07
C: -7.613 2.686 5.953  -0.61
C: 3.042 4.008 0.074  -1.07
H: -5.839 -2.261 8.874  0.22
H: -2.149 1.038 4.710  -0.04
H: 1.763 -2.223 -7.182  0.20
H: 2.068 3.354 -1.832  0.23
H: 0.624 -5.404 -4.732  0.39
H: -1.273 -1.283 -4.796  0.12
H: 2.384 -4.372 -5.903  0.63
H: -1.423 -2.864 -12.752  0.29
H: 2.814 3.741 1.122  0.47
H: -1.229 -6.027 -7.739  0.28
H: 7.625 3.625 3.466  0.36
H: 7.189 -1.142 8.698  0.27
H: 3.858 -1.823 -3.909  0.01
H: -3.160 -2.409 -12.769  0.27
H: 5.386 -0.564 5.234  0.43
H: 5.644 0.681 -7.605  0.32
H: 1.465 -0.198 -3.373  -0.20
H: 4.760 -0.538 -6.694  0.23
H: -0.781 -0.057 -1.866  0.48
H: -1.563 -0.230 9.007  0.40
H: 2.338 -2.863 -5.018  -1.12
H: 3.356 0.095 -5.023  -0.17
H: -0.340 2.647 -1.785  0.50
H: 3.915 -3.093 -2.007  0.25
H: 3.166 1.986 -6.992  0.37
H: -0.494 -1.562 -7.385  0.19
H: -7.649 -3.325 5.787  0.27
H: 4.779 2.358 -6.401  0.47
H: -0.947 0.328 3.658  0.29
H: -2.566 -5.888 -8.881  0.25
H: 1.135 -4.220 -3.536  0.28
H: -3.709 -5.624 -10.945  0.31
H: -4.142 -2.059 9.311  0.23
H: 5.287 1.220 5.159  0.43
H: -0.960 1.754 -0.395  0.01
H: 7.816 -1.305 7.048  0.26
H: -6.470 3.739 0.871  0.28
H: -2.714 2.763 9.839  0.31
H: -7.297 3.693 5.678  0.31
H: 5.090 -1.858 1.227  0.75
H: -9.653 -0.667 7.475  0.26
H: -1.940 -1.161 -12.838  0.26
H: 0.200 2.133 -4.573  0.34
H: 1.582 1.509 -2.957  -1.69
H: -1.842 3.591 8.525  0.25
H: 6.304 2.494 3.533  0.12
H: 2.728 1.735 -4.734  -0.15
H: 0.667 2.629 0.808  0.48
H: 6.113 -0.822 7.337  0.20
H: -4.907 4.264 1.522  0.27
H: -5.400 -1.035 10.077  0.36
H: -3.428 -4.676 -12.400  0.26
H: 4.533 -2.942 -0.305  0.38
H: 4.070 0.136 -8.179  0.29
H: -0.292 -3.895 -4.510  0.32
H: 0.857 -3.699 -7.542  0.31
H: -1.148 2.145 9.214  0.28
H: -0.877 -5.983 -9.476  0.32
H: -4.455 1.564 4.498  0.33
H: -4.100 -3.879 -10.958  0.42
H: 5.665 -2.973 -1.652  0.32
H: -1.395 2.037 3.423  0.29
H: -7.410 -1.982 6.933  0.12
H: -1.644 0.432 10.657  0.29
H: -8.695 2.697 6.089  0.29
H: -2.276 -1.179 10.344  0.32
H: -6.084 3.394 2.559  0.02
H: -0.675 0.576 -6.279  0.46
H: -4.959 3.278 4.492  0.37
H: -9.963 1.014 7.059  0.30
H: 1.809 1.459 0.061  -0.73
H: 5.915 0.285 3.785  -0.09
H: 1.099 4.344 -0.750  0.48
H: 5.362 -0.179 1.696  -0.59
H: -1.100 -2.896 -6.378  0.30
H: 0.416 -1.609 -4.429  0.17
H: -3.320 2.856 4.973  0.31
H: -9.044 -2.436 6.344  0.28
H: 0.852 -0.067 -1.088  0.38
H: 7.988 1.883 3.527  0.28
H: -10.053 -0.245 5.793  0.45
H: 3.174 5.102 0.095  0.29
H: -1.146 1.178 -3.958  0.58
H: 1.054 0.376 -5.962  -0.08
H: -7.107 2.396 6.874  0.28